The following is a DFT calculation (ωB97M-V with the def2-TZVPD basis set) of C36H29IN8PPt as an isolated structure.

```
! RIJCOSX wB97M-V def2-TZVPD def2/J DEFGRID3
* xyz 3 1
Pt 0.3174 -0.1485 -0.0068
C -0.7413 1.5334 3.8201
C -0.2582 1.4420 2.5186
N -0.3546 0.2898 1.8644
C -0.9382 -0.7806 2.4645
C -1.3744 -0.6481 3.7741
N -1.2716 0.4926 4.4419
C -1.1132 -1.9796 1.6155
C -1.7540 -3.1595 1.9220
C -1.9074 -4.1503 0.9374
C -1.4037 -3.8920 -0.3505
C -0.7636 -2.7009 -0.6119
N -0.6259 -1.8098 0.3787
C -0.1797 -2.2315 -1.8877
C -0.2506 -2.9143 -3.0919
N 0.3181 -2.4575 -4.2014
C 0.9642 -1.3050 -4.1376
C 1.0458 -0.5723 -2.9551
N 0.4768 -1.0378 -1.8496
C -2.5912 -5.4205 1.2402
C -2.3657 -6.5614 0.4707
C -3.0271 -7.7351 0.8025
N -3.8787 -7.8296 1.8163
C -4.1020 -6.7434 2.5462
C -3.4847 -5.5243 2.3061
H -0.6836 2.4707 4.3600
H 0.1906 2.2811 2.0045
H -1.8297 -1.4834 4.2927
H -2.1329 -3.3190 2.9206
H -1.5474 -4.6107 -1.1435
H -0.7831 -3.8551 -3.1637
H 1.4341 -0.9365 -5.0412
H 1.5679 0.3733 -2.9004
H -1.6659 -6.5809 -0.3536
H -2.8601 -8.6374 0.2267
H -4.8098 -6.8458 3.3601
H -3.7512 -4.6815 2.9291
N 3.1265 0.6480 0.9620
P 2.4089 -0.8875 1.0383
C 3.5187 -2.1067 0.3455
C 3.2577 -2.7430 -0.8679
C 4.1669 -3.6514 -1.3870
C 5.3437 -3.9191 -0.7009
C 5.6108 -3.2901 0.5102
C 4.7003 -2.3935 1.0395
C 2.2664 -1.2712 2.7800
C 2.3130 -0.2831 3.7650
C 2.1538 -0.6321 5.0980
C 1.9342 -1.9582 5.4490
C 1.8852 -2.9449 4.4704
C 2.0555 -2.6077 3.1377
C 2.6865 1.6589 0.1352
C 3.5110 2.7550 -0.1353
C 3.0645 3.7503 -0.9679
C 1.7918 3.6452 -1.5392
C 1.0266 2.5572 -1.2329
N 1.4438 1.5698 -0.3908
H 4.0460 0.7844 1.3642
H 2.3453 -2.5399 -1.4093
H 3.9625 -4.1510 -2.3243
H 6.0556 -4.6249 -1.1075
H 6.5259 -3.5072 1.0440
H 4.9062 -1.9294 1.9977
H 2.5021 0.7507 3.5025
H 2.2175 0.1276 5.8658
H 1.8227 -2.2270 6.4911
H 1.7384 -3.9794 4.7505
H 2.0506 -3.3853 2.3819
H 4.4972 2.7945 0.3074
H 3.6974 4.6004 -1.1865
H 1.4052 4.4018 -2.2062
H 0.0379 2.4481 -1.6494
I -3.3383 -0.0528 -0.2205
C -1.4580 0.7589 -0.7540
H -1.4484 1.7786 -0.3789
H -1.4169 0.7605 -1.8405
*
```

For the largest force on an atom, the calculation gives 0.39 eV Å⁻¹. As for the frontier orbital gap: 6.4 eV. As for the energy relative to the best compared isomer or geometry (same formula, charge and spin): 0.0 kcal per mole. As for the highest occupied orbital energy: -0.5954 Ha.

Löwdin population analysis, charges in e, atoms 1 to 4: 1.36 -0.04 -0.05 -0.07

=====

The following is a DFT calculation (ωB97M-V with the def2-TZVPD basis set) of C36H29N6O5OsP as an isolated structure.

```
! RIJCOSX wB97M-V def2-TZVPD def2/J DEFGRID3
* xyz 2 5
Os 0.8216 -0.7991 0.6486
O 1.1546 -5.8939 3.8481
C 1.0517 -4.7500 3.1992
C 0.1616 -3.7256 3.5766
C 0.1490 -2.5850 2.8212
N 0.9496 -2.4586 1.7599
C 1.7926 -3.4242 1.3719
C 1.8845 -4.5925 2.0716
C 2.5321 -3.0479 0.1084
O 3.3183 -3.7300 -0.4524
O 2.1563 -1.8012 -0.3235
C -0.7139 -1.3618 3.0190
O -1.5579 -1.2460 3.8429
O -0.4105 -0.3947 2.1019
H 0.5837 -5.9423 4.6282
H -0.4989 -3.8137 4.4301
H 2.5670 -5.3746 1.7675
C -0.1159 -2.7522 -5.1171
C -1.1698 -3.3975 -4.4837
C -1.5077 -3.0643 -3.1817
C -0.7785 -2.0801 -2.5132
C 0.2784 -1.4318 -3.1531
C 0.6075 -1.7682 -4.4551
P -1.2472 -1.5543 -0.8682
C -1.8762 -2.9894 0.0235
C -3.0132 -2.9459 0.8276
C -3.3936 -4.0718 1.5470
C -2.6483 -5.2384 1.4645
C -1.5149 -5.2882 0.6584
C -1.1251 -4.1682 -0.0552
C -2.4861 -0.2561 -0.9761
C -3.0331 0.3065 0.1822
C -3.9936 1.2985 0.0802
C -4.3964 1.7517 -1.1709
C -3.8414 1.2098 -2.3216
C -2.8893 0.2054 -2.2304
H 0.1445 -3.0184 -6.1326
H -1.7315 -4.1606 -5.0048
H -2.3328 -3.5664 -2.6919
H 0.8460 -0.6658 -2.6370
H 1.4292 -1.2714 -4.9525
H -3.6224 -2.0538 0.8762
H -4.2860 -4.0389 2.1572
H -2.9623 -6.1188 2.0096
H -0.9503 -6.2076 0.5687
H -0.2592 -4.2205 -0.7079
H -2.7173 -0.0264 1.1627
H -4.4310 1.7173 0.9768
H -5.1489 2.5250 -1.2476
H -4.1594 1.5583 -3.2948
H -2.4732 -0.2244 -3.1323
C -0.4713 2.5936 0.7360
C 0.6993 2.2329 -0.1015
N 1.2651 1.0152 -0.2128
C 2.3526 1.1408 -1.0845
C 2.4169 2.4186 -1.4967
N 1.3750 3.0856 -0.8738
C 1.0959 4.5235 -1.0672
N 2.1959 5.3185 -0.6649
N 3.2724 5.4169 -1.5052
N 4.2178 6.0086 -0.9061
C 3.8140 6.3090 0.3842
C 4.4956 6.9624 1.4136
C 3.8199 7.1267 2.6000
C 2.4984 6.6636 2.7644
C 1.8139 6.0233 1.7549
C 2.5101 5.8547 0.5569
H -0.7458 1.7701 1.3880
H -1.3337 2.8385 0.1134
H -0.2360 3.4536 1.3637
H 2.9842 0.3037 -1.3252
H 3.1037 2.9348 -2.1465
H 0.2119 4.7826 -0.4910
H 0.9024 4.6874 -2.1254
H 5.5037 7.3243 1.2697
H 4.3021 7.6301 3.4261
H 2.0040 6.8284 3.7124
H 0.7897 5.7004 1.8913
*
```

For the largest force on an atom, the calculation gives 0.24 eV Å⁻¹. As for the frontier orbital gap (alpha / beta): 7.0 / 4.9 eV. As for the energy relative to the best compared isomer or geometry (same formula, charge and spin): 0.0 kcal per mole. As for the highest occupied orbital energy (alpha / beta): -0.4851 / -0.4851 Ha.

Löwdin population analysis, charges in e, atoms 1 to 4: 1.73 0.16 -0.24 0.13

=====

The following is a DFT calculation (ωB97M-V with the def2-TZVPD basis set) of C36H30AlN5O3PS2 as an isolated structure.

```
! RIJCOSX wB97M-V def2-TZVPD def2/J DEFGRID3
* xyz 1 1
Al -0.6260 -0.3241 -0.6989
O 0.7529 -1.1641 -1.2947
C 1.9722 -1.5739 -0.7902
C 2.9715 -1.9480 -1.6475
C 4.2581 -2.0969 -1.1881
C 4.5054 -2.1853 0.1577
C 3.4606 -1.8587 1.0245
C 2.1667 -1.5437 0.5802
C 1.1192 -1.2194 1.5515
N -0.1040 -0.7810 1.1815
C -0.9049 -0.6681 2.3296
C -0.1327 -1.0785 3.3725
N 1.1226 -1.3866 2.8792
H 2.7358 -1.8673 -2.6910
H 5.1281 -2.1854 -1.9076
H 5.4858 -2.3522 0.5110
H 3.6065 -1.7601 2.0583
H -1.9519 -0.4188 2.3167
H -0.3694 -1.0656 4.4261
H 1.9431 -1.3887 3.4007
C 0.3754 4.3268 -4.3635
C -0.4419 4.7714 -3.3416
C -0.5308 4.1374 -2.1075
C 0.1954 2.9712 -1.9121
C 0.9260 2.3929 -3.0046
C 0.9875 3.0919 -4.1916
P 0.1070 1.9823 -0.4111
C -0.9284 2.8084 0.9054
C -2.1369 2.1671 1.3277
C -2.8955 2.8334 2.3349
C -2.4863 4.0333 2.8275
C -1.3148 4.6003 2.4063
C -0.5006 3.9939 1.4722
C 1.7492 1.9500 0.3774
C 2.9148 2.1284 -0.4128
C 4.1764 1.9103 0.1318
C 4.3130 1.5195 1.4414
C 3.1987 1.4747 2.2698
C 1.9208 1.5914 1.7542
H 0.5444 4.8563 -5.2829
H -0.9010 5.7685 -3.4801
H -1.1664 4.5175 -1.2995
H 1.3645 1.3850 -2.8608
H 1.6015 2.6418 -5.0164
H -2.4806 1.2097 0.8351
H -3.7595 2.3364 2.7884
H -2.9301 4.5670 3.6709
H -0.9824 5.5540 2.7637
H 0.3929 4.4073 1.1277
H 2.7279 2.5021 -1.3734
H 5.0292 2.0569 -0.5070
H 5.2720 1.3273 1.7960
H 3.3356 1.2199 3.3457
H 1.0620 1.3999 2.3647
N -0.6047 -6.7393 1.0664
C -1.3403 -5.5631 0.9512
C -1.7369 -4.8229 2.0700
C -2.4747 -3.6588 1.8819
C -2.8098 -3.2224 0.6330
C -2.4400 -4.0018 -0.4808
C -1.7167 -5.1677 -0.3308
S -3.5813 -1.7096 0.4534
O -4.7198 -1.9342 -0.3786
O -3.7543 -0.9922 1.6697
N -2.4748 -0.8220 -0.4466
C -2.7308 -0.6378 -1.7654
S -4.1200 -0.7633 -2.7643
C -3.2533 -0.0723 -4.1360
C -1.9870 0.1864 -3.7583
N -1.7179 -0.0681 -2.4219
H -0.2250 -7.1275 1.9535
H -0.7255 -7.4234 0.3509
H -1.4930 -5.2010 3.0196
H -2.8024 -3.0327 2.7203
H -2.8284 -3.8535 -1.4818
H -1.4382 -5.7553 -1.2268
H -3.6500 0.1082 -5.1537
H -1.2538 0.7063 -4.3721
*
```

For the largest force on an atom, the calculation gives 3.32 eV Å⁻¹. As for the frontier orbital gap: 8.4 eV. As for the energy relative to the best compared isomer or geometry (same formula, charge and spin): 0.0 kcal per mole. As for the highest occupied orbital energy: -0.3888 Ha.

Löwdin population analysis, charges in e, atoms 1 to 4: 0.05 -0.05 -0.25 -0.01